C41H74BBrF2NO25Si | wB97M-V/def2-TZVPD

E_HOMO	-0.1763	hartree
LUMO level	1.64	eV
F_max	3.04	eV/Å

```
! wB97M-V def2-TZVPD RIJCOSX def2/J DEFGRID3
* xyz -1 1
C 4.97248 3.08525 0.09137
C 5.73916 3.60596 -1.17819
C 4.83726 4.32710 -2.24887
N 3.49484 3.74774 -2.42430
B 3.47703 2.46427 -3.26147
O 4.54953 2.21324 -4.22591
C 4.25646 2.70131 -5.52762
C 4.21554 4.26906 -5.65974
O 3.52983 1.37449 -2.22969
C 2.25442 0.75211 -2.04641
C 1.50702 1.54127 -0.91805
C 2.09159 1.29848 0.51405
O 1.98529 2.18099 1.33624
C 1.61994 0.97743 -3.51633
Br 2.41520 -0.24898 -4.90975
C 0.07187 0.73003 -3.71449
F -0.19471 1.03320 -5.07362
F -0.72356 1.62270 -2.99091
C -0.37268 -0.77482 -3.50204
C -1.75623 -0.93956 -2.74532
Si -1.68325 -0.95042 -0.83687
C 0.04942 -1.32364 -0.11382
C -2.24493 0.80583 -0.26207
C -2.85311 -2.26602 -0.04977
C -2.45600 -3.67797 -0.26458
C -3.27455 -4.72574 0.34153
C -4.44379 -4.39171 1.14522
C -4.83526 -3.00344 1.32583
C -4.03291 -1.94113 0.73185
O 2.06951 2.28139 -3.73968
H 4.01813 3.62923 0.30263
H 4.74958 1.99660 -0.04749
H 5.60784 3.14832 1.02406
H 6.39452 2.80116 -1.61914
H 6.46820 4.38813 -0.80462
H 4.68217 5.38378 -1.86930
H 5.43324 4.43365 -3.19568
H 2.83060 4.44671 -2.76415
H 3.32974 2.25850 -5.98588
H 5.10740 2.35655 -6.19005
H 4.11738 4.56210 -6.74709
H 5.21946 4.66943 -5.34173
H 3.36420 4.75934 -5.12878
H 2.53770 -0.32161 -1.87274
H 1.53113 2.65074 -1.09533
H 0.42264 1.26045 -0.87247
H 2.62754 0.32922 0.71774
H 0.45482 -1.39854 -3.06821
H -0.52966 -1.19163 -4.53547
H -2.21678 -1.91377 -3.08427
H -2.46642 -0.13607 -3.09224
H 0.01933 -2.37293 0.30754
H 0.87416 -1.32111 -0.86373
H 0.24618 -0.66314 0.77299
H -2.55695 1.39468 -1.16869
H -3.15154 0.76850 0.39987
H -1.45154 1.33882 0.32344
H -1.55467 -3.93349 -0.87446
H -2.95038 -5.78708 0.19796
H -5.02004 -5.22404 1.61505
H -5.73303 -2.81458 1.95877
H -4.35729 -0.89562 0.90809
C 7.11427 -0.33219 -2.74477
O 8.30491 -0.63078 -2.00366
C 8.09318 -0.93566 -0.72199
O 7.02603 -0.97818 -0.16845
O 9.28378 -1.18923 -0.15284
C 9.20674 -1.53135 1.22852
H 7.41174 -0.10201 -3.76603
H 6.44599 -1.19340 -2.76465
H 6.60649 0.53799 -2.32862
H 8.62224 -2.44206 1.36813
H 8.78233 -0.70956 1.80613
H 10.22068 -1.71382 1.58157
C -6.10121 1.40193 5.69308
O -4.70188 1.15784 5.82293
C -4.18749 0.38834 4.85516
O -4.79580 -0.08689 3.93103
O -2.88167 0.23923 5.09232
C -2.19952 -0.56577 4.12681
H -6.40675 2.03219 6.52676
H -6.31485 1.93022 4.76319
H -6.66153 0.46726 5.74274
H -2.26063 -0.11373 3.13596
H -2.60555 -1.57813 4.11285
H -1.15273 -0.61542 4.42111
C -6.01136 -4.13534 -1.58655
O -6.30761 -4.01264 -2.98105
C -6.47528 -2.75365 -3.39575
O -6.39937 -1.76615 -2.71170
O -6.74307 -2.78097 -4.70907
C -6.94553 -1.49409 -5.28974
H -5.89651 -5.19464 -1.36353
H -5.07840 -3.62824 -1.34648
H -6.83076 -3.74204 -0.98324
H -6.04798 -0.88216 -5.19299
H -7.80152 -0.99561 -4.83304
H -7.15333 -1.64018 -6.34853
C -4.99550 -5.44841 5.38459
O -5.54639 -6.66219 5.89775
C -5.11955 -7.76491 5.27342
O -4.34286 -7.80259 4.35485
O -5.70807 -8.82143 5.84891
C -5.34156 -10.07643 5.27838
H -5.41003 -4.62520 5.96384
H -3.91114 -5.43882 5.49861
H -5.27332 -5.31025 4.33921
H -4.27053 -10.25091 5.38703
H -5.63386 -10.12252 4.22870
H -5.87664 -10.85332 5.82194
C -10.03219 4.73815 5.48100
O -9.03196 4.58972 6.48829
C -9.19379 5.39246 7.54612
O -10.08109 6.19151 7.69887
O -8.19621 5.15129 8.40467
C -8.24040 5.94320 9.59069
H -9.79674 4.04053 4.67915
H -11.01775 4.49178 5.87758
H -10.02255 5.75007 5.07487
H -9.15443 5.74562 10.15188
H -8.15925 7.00348 9.34904
H -7.38766 5.66135 10.20583
C 11.57318 -3.37359 4.09159
O 10.70138 -2.30744 4.46416
C 10.40723 -2.26818 5.76888
O 10.80829 -3.03341 6.60793
O 9.59013 -1.23063 5.97684
C 9.18898 -1.06351 7.33564
H 11.73831 -3.30301 3.01771
H 12.53466 -3.27975 4.59768
H 11.11585 -4.33927 4.30981
H 10.05450 -0.87724 7.97259
H 8.63589 -1.93643 7.68403
H 8.53239 -0.19647 7.37987
C 0.43371 4.19944 -8.18922
O 1.37359 3.65555 -9.11785
C 1.28231 4.15856 -10.34946
O 0.50072 4.99915 -10.71808
O 2.21347 3.56569 -11.11013
C 2.23121 4.01054 -12.46343
H 0.60113 3.71947 -7.22621
H 0.58697 5.27268 -8.07088
H -0.58795 3.98949 -8.50787
H 2.45546 5.07677 -12.51582
H 1.28100 3.79324 -12.95321
H 3.01990 3.46439 -12.97859
*
```

Results of the Mulliken charge analysis, in e, for atoms 1 through 8:
1 C -0.732
2 C -0.328
3 C -0.521
4 N -0.195
5 B 1.208
6 O -0.704
7 C -0.069
8 C -1.026